Entry 1:
{"formula": "C13H11N3O6S", "method": "ωB97M-V with the def2-TZVPD basis set", "energy_ha": -1515.76730, "charge": 0, "spin_multiplicity": 1, "e_homo_ev": -8.750, "symbols": ["O", "O", "O", "N", "O", "O", "O", "S", "C", "C", "C", "C", "C", "C", "C", "C", "C", "C", "N", "N", "C", "C", "C", "H", "H", "H", "H", "H", "H", "H", "H", "H", "H", "H"], "xyz": [[2.234920, -2.066542, 2.736175], [0.355468, 3.540861, -1.378078], [1.537808, 1.065081, 0.990842], [-0.024804, 1.162461, -4.021137], [1.662681, -0.231281, 3.945137], [0.460423, 1.349421, -5.364982], [1.647883, 4.366615, -3.863761], [-1.890388, -0.882156, -0.074828], [1.458121, -1.152457, 2.974471], [0.088097, 2.459092, -1.888306], [0.360635, 1.125003, 1.300814], [0.364208, 2.216331, -3.313720], [-0.435249, -4.814368, 1.905233], [1.177867, 2.543375, -5.391236], [-0.203090, -3.609426, 2.554188], [1.099224, 3.151485, -4.182886], [0.109783, -1.133774, 2.273076], [-0.638783, -2.302290, 1.989721], [-0.383001, 0.154145, 1.910622], [-0.546573, 1.471196, -1.120515], [-1.976370, -2.216576, 1.203362], [-1.515111, 0.482828, 1.090499], [-0.743358, 1.592407, 0.364623], [2.526404, -0.405667, 4.314584], [1.490912, 4.551773, -2.916071], [-1.012112, -4.881694, 1.011047], [-0.089600, -5.732205, 2.342182], [1.659419, 2.990270, -6.223080], [0.387881, -3.644888, 3.464041], [-0.677095, 0.570251, -1.517904], [-2.193457, -3.202465, 0.702684], [-2.791250, -1.966136, 1.864057], [-2.417026, 0.846200, 1.634391], [-1.084467, 2.603128, 0.684753]], "forces_ev_per_a": [[-0.762, 1.519, 0.530], [0.258, -0.302, -0.696], [-0.608, 0.765, 1.642], [0.863, 1.069, -0.714], [-1.118, -0.117, -1.079], [0.471, 1.253, 1.915], [-0.402, -0.788, 0.156], [-0.485, -0.508, 0.723], [0.317, -1.976, -0.269], [-1.164, -0.293, 2.510], [4.004, -1.586, -3.820], [0.457, -0.226, -2.696], [0.329, 2.739, 1.997], [-1.348, -0.416, 1.883], [-0.544, -2.220, -2.137], [-0.010, -0.201, 1.082], [-1.830, -1.219, -0.282], [1.239, 2.123, 1.030], [0.051, -0.292, 1.526], [0.726, 1.542, 1.001], [1.515, -0.245, -0.357], [-2.363, -0.994, -1.087], [-0.665, 2.031, -0.151], [0.664, -0.141, 0.155], [-0.126, -0.310, -0.357], [-0.164, -0.009, -0.551], [0.132, -0.197, 0.087], [0.050, -0.515, -1.058], [-0.051, 0.266, -0.164], [0.098, -0.696, -0.336], [0.215, 1.219, 0.418], [-0.300, -0.113, 0.268], [0.574, -0.553, -0.297], [-0.021, -0.608, -0.872]]}

Entry 2:
{"formula": "C13H12AlN3O9", "method": "ωB97M-V with the def2-TZVPD basis set", "energy_ha": -1585.64317, "charge": 2, "spin_multiplicity": 1, "e_homo_ev": -15.335, "symbols": ["N", "C", "C", "C", "C", "O", "O", "C", "O", "C", "N", "H", "H", "H", "H", "H", "H", "H", "C", "C", "C", "O", "C", "C", "C", "O", "O", "O", "H", "H", "Al", "C", "N", "O", "O", "H", "H", "H"], "xyz": [[1.913513, -2.520695, -3.198177], [0.863084, -1.649234, -3.326641], [-0.380201, -2.080500, -3.794700], [-1.418762, -1.193599, -3.868995], [-2.784658, -1.607756, -4.369931], [-3.021087, -1.667061, -5.533925], [-3.676387, -1.912738, -3.414304], [-1.240805, 0.146253, -3.468826], [-2.309907, 0.976943, -3.530230], [-0.018963, 0.536705, -3.017427], [0.993168, -0.365845, -2.961848], [2.110637, -3.000195, -4.071067], [2.775442, -2.076037, -2.904069], [-0.517642, -3.104924, -4.102411], [-3.423268, -1.524307, -2.568507], [-2.075478, 1.817951, -3.939906], [0.194009, 1.539386, -2.690069], [1.895818, -0.056619, -2.618914], [2.396324, 3.238166, 0.510709], [2.146800, 3.742286, 1.857282], [1.585512, 2.721597, 2.822644], [1.383424, 2.976665, 4.003069], [1.270587, 1.416916, 2.305133], [1.486298, 0.893600, 0.974645], [2.154649, 1.873151, 0.025404], [2.503006, 1.566344, -1.092905], [1.198648, -0.214141, 0.594561], [2.366684, 4.878411, 2.181397], [2.808189, 3.923456, -0.228807], [0.863073, 0.733986, 3.050987], [-1.074043, 1.997737, 3.923528], [-2.076504, -1.783809, 6.482023], [-0.933181, -1.628505, 5.539191], [-0.590257, -0.487845, 5.206723], [-0.387988, -2.618891, 5.152303], [-2.449992, -0.801182, 6.740310], [-2.829630, -2.379662, 5.975283], [-1.700112, -2.306006, 7.356468]], "forces_ev_per_a": [[0.422, 0.733, -0.472], [0.079, -0.230, -0.033], [-0.277, 0.121, -0.166], [-0.129, 0.039, 0.217], [-0.236, 0.014, -0.286], [0.156, -0.150, 0.222], [0.040, 0.180, -0.217], [0.040, 0.209, -0.157], [0.019, -0.061, 0.007], [-0.045, -0.097, 0.115], [0.124, -0.272, -0.023], [-0.220, -0.481, 0.193], [0.021, -0.121, 0.216], [0.091, -0.139, 0.041], [-0.008, -0.158, 0.155], [-0.112, 0.085, 0.010], [0.116, 0.090, 0.027], [-0.047, 0.177, 0.129], [0.120, -0.099, -0.165], [0.026, -0.187, 0.399], [0.275, -0.276, 0.036], [-0.624, 0.169, -0.257], [-0.162, -0.143, -0.128], [0.136, 0.292, -0.177], [0.219, 0.122, 0.157], [-0.197, -0.032, -0.068], [-0.140, -0.055, 0.052], [0.072, 0.132, -0.189], [-0.066, 0.115, 0.093], [0.358, -0.365, -0.144], [0.028, -0.082, 0.668], [-0.034, 0.185, 0.058], [0.055, -0.161, 0.013], [-0.186, 0.595, -0.254], [0.012, -0.013, -0.052], [0.028, 0.023, -0.002], [0.041, -0.084, 0.010], [0.006, -0.075, -0.030]]}

Entry 3:
{"formula": "C13H12BrN3O2S", "method": "ωB97M-V with the def2-TZVPD basis set", "relative_energy_kj_mol": 4.4, "smiles": "O=C(NNC(=S)NCc1ccco1)c1ccccc1Br", "energy_ha": -3789.51852, "charge": 0, "spin_multiplicity": 1, "e_homo_ev": -8.611, "symbols": ["O", "C", "N", "N", "C", "S", "N", "C", "C", "C", "C", "C", "O", "C", "C", "C", "C", "C", "C", "Br", "H", "H", "H", "H", "H", "H", "H", "H", "H", "H", "H", "H"], "xyz": [[0.014219, 1.869132, 1.465989], [0.561633, 2.033668, 0.390470], [0.934175, 0.972323, -0.370792], [0.537228, -0.292648, 0.052956], [0.218662, -1.219581, -0.884771], [0.602963, -0.972579, -2.480999], [-0.361188, -2.361007, -0.474289], [-0.641260, -2.717365, 0.907268], [-1.305492, -4.049404, 0.962379], [-2.594660, -4.412110, 1.219756], [-2.637134, -5.823609, 1.110469], [-1.373695, -6.210274, 0.790677], [-0.560463, -5.146637, 0.698225], [0.949809, 3.351165, -0.175221], [2.169663, 3.502439, -0.831793], [2.559264, 4.733674, -1.323906], [1.731138, 5.834681, -1.170526], [0.515613, 5.703521, -0.524755], [0.131966, 4.468862, -0.025000], [-1.560871, 4.335207, 0.821680], [1.122935, 0.990638, -1.374511], [0.053907, -0.228138, 0.947492], [-0.434529, -3.088487, -1.169532], [0.295417, -2.745876, 1.481166], [-1.310840, -1.973834, 1.353457], [-3.408199, -3.759502, 1.460543], [-3.490085, -6.454350, 1.250643], [-0.941796, -7.174161, 0.609353], [2.821063, 2.647806, -0.933795], [3.508974, 4.835026, -1.825879], [2.030115, 6.798343, -1.553344], [-0.138532, 6.553078, -0.403409]], "forces_ev_per_a": [[-0.014, -0.083, 0.153], [0.109, -0.495, 0.011], [0.106, -0.232, -0.294], [-0.385, 0.039, 0.566], [0.211, 0.049, -0.177], [0.085, -0.017, -0.643], [0.014, 0.028, 0.197], [0.167, -0.159, 0.025], [-0.794, 0.455, 0.292], [0.640, 0.311, -0.088], [0.462, -0.313, -0.134], [-0.823, -0.385, 0.140], [0.514, 0.278, -0.089], [-0.024, 0.312, 0.039], [-0.100, 0.012, 0.037], [0.028, 0.056, -0.060], [0.066, -0.095, -0.011], [-0.101, -0.073, 0.081], [-0.152, -0.077, 0.078], [0.027, 0.237, -0.133], [-0.098, 0.055, 0.172], [0.111, -0.005, -0.158], [0.012, 0.195, -0.020], [-0.126, 0.070, 0.021], [0.046, -0.148, 0.044], [-0.134, 0.218, 0.041], [-0.134, -0.205, 0.015], [0.154, -0.083, -0.042], [0.071, -0.075, -0.002], [0.089, 0.005, -0.034], [0.029, 0.088, -0.034], [-0.054, 0.037, 0.007]]}